The following is a quantum chemistry calculation of C42H52BN10O2S2SbW as an isolated structure in a non-equilibrium geometry, from OMol25.

Geometry as XYZ:
```
111
Properties=species:S:1:pos:R:3:forces:R:3
H -2.150459 4.298048 -0.385532 -0.1 -0.1 0.0
H 4.962641 -0.746052 -2.510432 0.1 0.0 -0.2
N 1.613541 0.586248 2.042668 -0.1 0.5 -0.5
C 3.119941 1.699748 3.223968 -0.4 -0.2 -0.3
H 0.291341 -0.735952 4.750368 0.0 0.0 0.0
H -2.158259 2.678748 0.400268 0.0 0.2 -0.1
H 2.522441 -2.090052 -3.166532 -0.1 -0.1 0.0
H -3.530059 4.323348 -3.500232 -0.1 0.1 0.0
C 0.720541 -0.993552 3.783268 -0.4 -0.2 -0.1
N -1.909659 -6.242752 1.438768 0.3 0.5 0.0
H 5.370241 0.909348 -0.425932 0.1 0.2 0.1
C 2.486941 -4.350952 -0.216932 -0.1 0.3 0.2
C 5.564841 4.632948 1.312068 -0.3 -1.2 0.0
C 6.274041 3.490748 1.771368 -0.3 0.3 -0.2
H -0.195459 2.690548 -3.621532 0.0 0.0 0.2
C -2.719259 -0.536752 -3.113632 0.3 0.1 0.6
C 1.782241 -2.048552 0.558868 4.2 0.6 0.2
C -2.680459 0.047548 1.533068 -0.1 -0.6 -0.6
C 2.845341 -0.315052 -2.065732 0.3 -0.1 0.1
C 5.973441 6.044148 1.392668 -0.2 0.6 0.0
H 5.579441 1.394148 1.729368 0.0 -0.3 0.0
C -4.213259 -6.329052 1.838868 -0.5 -0.5 0.0
H -4.457759 -2.242252 -0.269432 0.0 -0.1 -0.1
C -3.107459 2.565448 -2.394532 0.1 0.0 0.8
H 1.147341 -0.980752 -3.243532 0.1 0.1 -0.1
C 0.401141 -4.289052 -2.080032 -0.2 0.2 0.0
C 2.228841 -1.040852 -3.205532 -0.1 0.0 -0.1
H 2.730441 0.652848 5.122668 0.0 0.0 0.2
C -3.726059 0.458448 2.411368 0.4 -0.2 -0.4
H 0.893741 1.402548 -3.067132 -0.2 0.2 -0.1
C -2.986459 -0.957752 0.582668 0.3 -0.2 0.1
H 5.825941 6.545748 0.437068 0.2 0.0 0.0
H -5.796159 0.241548 2.939068 -0.1 0.0 0.0
H -2.778859 -7.916752 2.361768 0.0 0.1 -0.1
H -4.237059 1.712048 4.082968 -0.1 0.1 0.1
H -4.669459 -0.127552 -2.235232 -0.1 0.1 0.0
B 3.050241 2.141548 0.651968 -0.1 0.2 0.1
C 0.619841 -3.209352 -1.236432 0.4 0.6 0.7
H 1.334341 -1.885052 3.926568 0.0 -0.1 0.0
C -0.214459 3.582148 0.054068 0.2 0.0 -0.1
H -6.278159 -1.435552 1.203368 -0.1 0.0 0.0
N 4.399941 4.251348 0.806868 0.2 1.3 0.0
C 2.523541 0.804348 4.082468 -0.5 -0.3 -0.4
C -4.222959 -0.355452 -3.201332 0.1 0.1 0.1
H 7.248441 3.486648 2.212868 0.2 -0.1 0.1
H -4.649359 -6.540052 2.817868 0.0 0.0 -0.1
C 2.271141 -5.423252 -1.066732 0.0 0.0 0.1
H -1.200059 1.176948 -5.310832 -0.1 -0.1 -0.1
C -1.353759 0.610648 1.595968 0.7 0.3 -0.1
H -2.172759 -1.363152 -0.019332 -0.6 0.2 0.1
C 1.219541 -5.399952 -1.976132 -0.1 0.0 -0.1
H 7.011641 6.120748 1.702368 0.0 0.1 -0.1
N 1.881241 2.975548 0.100668 -0.1 0.1 -0.2
N 4.311741 2.920648 0.913368 0.5 -0.9 0.2
H 2.928241 -6.278652 -1.015632 0.0 -0.1 0.0
C 4.227541 -0.253552 -1.908432 -0.7 0.0 0.0
C -0.245059 0.927848 -4.853732 -0.1 0.0 0.2
H -1.964459 2.659848 4.283968 0.0 0.1 0.1
H -4.647059 -1.295652 -3.548032 -0.1 -0.1 0.0
H -4.190559 -4.166152 2.033568 0.1 0.2 0.0
H -0.948959 -6.508952 1.308768 0.1 0.1 0.0
H -2.286759 -0.529752 -4.113832 0.2 0.0 0.1
H 3.291841 -4.356052 0.499468 0.2 0.0 0.1
H -2.371559 3.276048 -4.293932 0.1 0.1 -0.1
H -0.399359 -4.235452 -2.802632 0.0 -0.1 -0.2
C -0.086159 1.612148 -3.508232 0.0 -0.2 0.6
H 0.541641 1.271748 -5.521132 0.1 0.0 -0.1
C -2.673159 3.673448 -3.327532 0.3 -0.1 0.0
H -0.086159 -1.237252 3.081668 0.2 0.2 0.4
N 2.579041 1.549248 2.003468 -0.1 0.0 0.2
C 4.441041 0.578748 -0.839232 -0.6 0.0 0.1
C -5.017859 -0.094552 2.269068 0.0 -0.1 -0.1
N -3.652259 -4.985352 1.811468 0.4 0.3 0.0
C -5.283259 -1.031752 1.307068 -0.1 0.0 0.0
C -2.189559 1.933348 3.518968 0.1 -0.2 -0.2
H -1.867459 4.281048 -2.918832 0.1 0.1 0.0
N 3.261141 0.987448 -0.358432 0.4 0.0 -0.5
C -4.252259 -1.478252 0.465868 -0.1 0.0 0.1
O 2.815841 -1.445452 0.797668 -1.0 -2.1 -0.1
H -3.470559 2.958648 -1.449832 0.0 -0.1 0.0
H -0.162359 -0.154452 -4.774732 -0.1 -0.1 -0.1
N 2.227341 0.428748 -1.101632 -0.1 0.2 1.2
O 0.631941 -1.507452 0.948168 -1.1 -0.5 1.7
C 5.454341 2.434648 1.504368 -0.1 0.2 0.0
C -1.667459 3.650648 0.342968 -0.2 -0.1 0.0
N 0.589141 2.492948 0.218268 0.3 -0.4 0.0
H 5.351941 6.571548 2.121668 0.1 0.0 0.0
Sb -1.565959 1.015448 -1.972532 -0.4 0.2 -2.0
C 1.590241 0.111448 3.310068 0.0 0.0 -0.1
H -4.508259 0.401248 -3.926232 -0.1 0.1 0.0
H -3.079859 -7.779052 0.618168 0.0 0.1 0.1
H -0.224059 2.060448 2.746968 -0.2 -0.2 -0.1
C 1.865341 4.277148 -0.204832 -0.3 -0.3 -0.1
C 1.644941 -3.247952 -0.278732 -0.4 -0.3 -0.2
C -2.984559 -7.215952 1.549968 -0.4 -0.6 0.0
C -1.180359 1.550548 2.620668 0.5 0.3 0.1
S -1.356759 -3.632052 1.547468 0.4 0.8 0.0
C -3.449359 1.407748 3.412368 0.2 0.1 0.0
S -0.291259 -1.727052 -1.477732 -0.2 1.7 0.2
H 0.197241 5.686448 -0.460632 -0.1 0.3 0.0
H 3.882441 2.425248 3.425468 0.2 0.1 -0.1
H 2.793541 4.809248 -0.303332 0.0 0.0 0.0
W 0.295341 0.174948 0.246068 -0.8 1.2 -1.3
C 0.556141 4.700348 -0.255332 -0.2 -0.6 0.0
H -2.497959 -1.491252 -2.640032 0.1 0.1 -0.1
H -1.794359 4.135648 1.312368 0.0 0.0 0.1
C -2.339059 -4.999352 1.611768 -0.8 -1.0 0.0
H -4.992259 -6.425452 1.078368 0.1 0.0 0.1
H 1.043841 -6.239952 -2.631232 0.1 -0.1 0.0
H -3.919559 2.011248 -2.849832 0.1 -0.3 0.1
H 2.637441 -0.627752 -4.128732 0.0 0.0 0.0
```
Forces are in eV/Å.

Properties
Total charge: +3
M (g mol⁻¹): 1109.49
Expectation value of S²: 0.755
DFT total energy (hartree): -3457.36515
HOMO energy (spin up / spin down) (eV): -14.77 / -14.77
LUMO level (spin up / spin down) (hartree): -0.3852 / -0.4072
Spin multiplicity: 2

Atom charges from the Mulliken analysis, given in e for atoms 1 to 4: 0.47, 0.64, 0.20, 0.14